{"formula": "C45H90NO13Rb", "method": "the ωB97M-V functional and the def2-TZVPD basis", "spin_multiplicity": 1, "de_lowest_kj_mol": 0.0, "molar_mass_da": 938.68, "elements": ["Rb", "C", "C", "C", "C", "C", "C", "N", "O", "C", "C", "C", "H", "H", "H", "H", "H", "H", "H", "H", "H", "H", "H", "H", "H", "H", "H", "H", "H", "H", "C", "C", "O", "C", "H", "H", "H", "H", "H", "H", "C", "C", "O", "C", "H", "H", "H", "H", "H", "H", "C", "C", "O", "C", "H", "H", "H", "H", "H", "H", "C", "C", "O", "C", "H", "H", "H", "H", "H", "H", "C", "C", "O", "C", "H", "H", "H", "H", "H", "H", "C", "C", "O", "C", "H", "H", "H", "H", "H", "H", "C", "C", "O", "C", "H", "H", "H", "H", "H", "H", "C", "C", "O", "C", "H", "H", "H", "H", "H", "H", "C", "C", "O", "C", "H", "H", "H", "H", "H", "H", "C", "C", "O", "C", "H", "H", "H", "H", "H", "H", "C", "C", "O", "C", "H", "H", "H", "H", "H", "H", "C", "C", "O", "C", "H", "H", "H", "H", "H", "H"], "positions_angstrom": [[-2.426, -1.268, -3.902], [-2.215, 0.898, 0.800], [-1.670, 0.742, -0.604], [-0.378, 1.586, -0.827], [0.875, 1.120, -0.015], [1.151, -0.329, -0.459], [-0.084, -1.304, -0.319], [-1.323, -0.669, -0.859], [-2.468, -1.552, -0.934], [-0.144, -1.705, 1.194], [0.236, -2.597, -1.117], [-2.669, 1.313, -1.640], [-2.595, 1.900, 1.002], [-1.475, 0.826, 1.596], [-2.917, 0.090, 1.007], [-0.650, 2.604, -0.549], [-0.048, 1.553, -1.865], [0.827, 1.131, 1.074], [1.705, 1.777, -0.274], [1.925, -0.647, 0.241], [1.572, -0.262, -1.462], [-0.810, -2.556, 1.340], [-0.377, -0.876, 1.863], [0.846, -1.959, 1.574], [-0.583, -3.305, -1.243], [0.989, -3.213, -0.625], [0.422, -2.293, -2.147], [-3.571, 0.705, -1.709], [-2.295, 1.328, -2.663], [-2.950, 2.324, -1.343], [2.169, -5.126, 2.170], [0.734, -5.397, 2.621], [0.207, -6.414, 2.236], [0.244, -4.509, 3.707], [2.752, -4.875, 3.056], [2.256, -4.318, 1.443], [2.490, -6.062, 1.712], [-0.737, -4.120, 3.437], [0.903, -3.653, 3.858], [0.188, -5.104, 4.619], [-5.242, 3.387, -0.089], [-5.458, 2.369, 0.998], [-5.744, 1.188, 0.718], [-5.372, 2.899, 2.391], [-5.012, 2.912, -1.042], [-4.500, 4.077, 0.314], [-6.163, 3.949, -0.244], [-5.943, 3.824, 2.469], [-4.331, 3.067, 2.668], [-5.704, 2.145, 3.105], [2.461, 0.813, -4.089], [3.743, 1.488, -3.636], [4.092, 2.587, -4.095], [4.597, 0.762, -2.628], [2.357, -0.146, -3.583], [2.577, 0.585, -5.149], [1.593, 1.472, -4.072], [5.245, 0.010, -3.079], [4.176, 0.404, -1.689], [5.356, 1.483, -2.325], [0.438, -8.403, -0.999], [-0.910, -7.720, -0.874], [-1.838, -8.274, -0.334], [-0.881, -6.250, -1.208], [1.314, -7.853, -0.655], [0.511, -8.615, -2.065], [0.462, -9.387, -0.531], [-0.395, -5.656, -0.434], [-1.873, -5.836, -1.390], [-0.307, -6.086, -2.120], [-3.211, 2.848, -5.618], [-4.556, 3.363, -5.079], [-5.359, 4.103, -5.652], [-4.945, 2.833, -3.709], [-3.080, 3.400, -6.548], [-3.254, 1.766, -5.746], [-2.352, 3.053, -4.979], [-4.968, 1.750, -3.827], [-5.954, 3.123, -3.419], [-4.192, 3.113, -2.972], [4.125, -1.782, 1.594], [5.211, -1.180, 0.782], [5.417, -1.575, -0.348], [6.116, -0.124, 1.292], [3.540, -1.017, 2.103], [4.577, -2.366, 2.396], [3.556, -2.303, 0.824], [7.074, -0.124, 0.772], [6.378, -0.137, 2.350], [5.612, 0.811, 1.045], [0.484, 0.364, 4.538], [1.501, -0.648, 4.974], [2.602, -0.704, 4.445], [1.263, -1.543, 6.125], [0.933, 1.033, 3.804], [0.147, 0.789, 5.483], [-0.327, -0.236, 4.124], [0.653, -2.392, 5.815], [0.618, -1.028, 6.837], [2.117, -1.877, 6.715], [2.230, -5.196, -2.939], [3.237, -4.357, -3.686], [4.232, -4.741, -4.267], [3.045, -2.822, -3.625], [1.230, -5.172, -3.372], [2.303, -4.926, -1.885], [2.390, -6.274, -2.978], [3.784, -2.324, -4.253], [3.123, -2.432, -2.610], [2.036, -2.500, -3.886], [3.998, 4.416, -1.500], [3.419, 5.386, -0.476], [2.243, 5.344, -0.119], [4.368, 6.476, -0.028], [3.269, 3.689, -1.860], [4.824, 3.804, -1.137], [4.236, 4.963, -2.412], [4.373, 7.367, -0.656], [5.385, 6.090, 0.036], [4.104, 6.846, 0.963], [-1.916, 3.436, 3.903], [-1.329, 4.519, 3.035], [-1.795, 5.656, 2.940], [0.014, 4.214, 2.396], [-1.213, 3.337, 4.729], [-1.924, 2.502, 3.342], [-2.932, 3.688, 4.207], [0.055, 3.201, 1.994], [0.722, 4.272, 3.223], [0.154, 4.926, 1.584], [-1.498, 6.498, -0.622], [-1.758, 5.467, -1.735], [-2.870, 4.964, -1.915], [-0.499, 4.955, -2.554], [-1.672, 7.520, -0.958], [-0.528, 6.475, -0.125], [-2.271, 6.330, 0.128], [-0.769, 4.141, -3.227], [0.335, 4.657, -1.919], [-0.165, 5.765, -3.202], [-3.684, -2.338, 3.168], [-3.639, -3.877, 2.952], [-3.948, -4.625, 3.876], [-3.242, -4.356, 1.602], [-3.784, -2.125, 4.233], [-4.507, -1.921, 2.589], [-2.728, -1.926, 2.842], [-4.175, -4.667, 1.132], [-2.468, -5.122, 1.577], [-2.876, -3.493, 1.047]], "lowdin_charge": [0.790, -0.024, -0.494, -0.115, -0.156, -0.126, -0.437, -0.211, -0.393, -0.021, -0.042, -0.073, 0.071, 0.050, 0.088, 0.102, 0.103, 0.084, 0.099, 0.085, 0.087, 0.063, 0.045, 0.062, 0.057, 0.069, 0.058, 0.073, 0.036, 0.055, -0.011, -0.495, 0.073, -0.011, 0.083, 0.056, 0.080, 0.075, 0.061, 0.107, -0.021, -0.480, 0.038, -0.018, 0.046, 0.081, 0.099, 0.095, 0.053, 0.090, -0.011, -0.451, 0.032, -0.020, 0.039, 0.090, 0.082, 0.097, 0.068, 0.075, -0.027, -0.490, 0.081, -0.025, 0.076, 0.081, 0.082, 0.073, 0.088, 0.050, -0.006, -0.444, 0.059, -0.029, 0.084, 0.068, 0.068, 0.082, 0.093, 0.039, -0.021, -0.522, 0.045, -0.019, 0.068, 0.102, 0.071, 0.087, 0.085, 0.087, -0.009, -0.505, 0.041, -0.021, 0.085, 0.087, 0.081, 0.077, 0.081, 0.096, -0.026, -0.453, 0.073, -0.030, 0.075, 0.083, 0.080, 0.080, 0.071, 0.058, -0.024, -0.451, 0.037, -0.026, 0.056, 0.083, 0.094, 0.090, 0.078, 0.082, -0.023, -0.474, 0.045, -0.005, 0.089, 0.061, 0.077, 0.057, 0.096, 0.062, -0.008, -0.396, 0.028, -0.006, 0.085, 0.065, 0.071, 0.054, 0.053, 0.078, -0.010, -0.480, 0.039, -0.020, 0.074, 0.089, 0.050, 0.101, 0.080, 0.051]}

=====

{"formula": "C45H90O15", "method": "the ωB97M-V functional and the def2-TZVPD basis", "spin_multiplicity": 1, "de_lowest_kj_mol": 284.2, "molar_mass_da": 871.20, "elements": ["C", "C", "O", "C", "H", "H", "H", "H", "H", "H", "C", "C", "O", "C", "H", "H", "H", "H", "H", "H", "C", "C", "O", "C", "H", "H", "H", "H", "H", "H", "C", "C", "O", "C", "H", "H", "H", "H", "H", "H", "C", "C", "O", "C", "H", "H", "H", "H", "H", "H", "C", "C", "O", "C", "H", "H", "H", "H", "H", "H", "C", "C", "O", "C", "H", "H", "H", "H", "H", "H", "C", "C", "O", "C", "H", "H", "H", "H", "H", "H", "C", "C", "O", "C", "H", "H", "H", "H", "H", "H", "C", "C", "O", "C", "H", "H", "H", "H", "H", "H", "C", "C", "O", "C", "H", "H", "H", "H", "H", "H", "C", "C", "O", "C", "H", "H", "H", "H", "H", "H", "C", "C", "O", "C", "H", "H", "H", "H", "H", "H", "C", "C", "O", "C", "H", "H", "H", "H", "H", "H", "C", "C", "O", "C", "H", "H", "H", "H", "H", "H"], "positions_angstrom": [[-6.328, 27.513, -13.378], [-7.453, 28.296, -12.729], [-8.511, 28.556, -13.280], [-7.300, 28.695, -11.309], [-6.709, 26.733, -14.037], [-5.795, 26.987, -12.585], [-5.621, 28.163, -13.894], [-7.698, 27.839, -10.763], [-7.990, 29.513, -11.105], [-6.299, 28.960, -10.971], [-12.410, 18.655, -2.007], [-12.465, 20.186, -2.176], [-11.689, 20.922, -1.581], [-13.497, 20.833, -3.103], [-13.450, 18.410, -1.794], [-11.732, 18.405, -1.190], [-12.104, 18.182, -2.940], [-14.003, 21.621, -2.545], [-14.184, 20.045, -3.411], [-13.088, 21.307, -3.995], [-21.119, 24.447, -13.004], [-19.769, 24.802, -13.638], [-19.751, 25.799, -14.304], [-18.562, 23.982, -13.323], [-21.408, 23.399, -13.083], [-21.901, 25.028, -13.492], [-21.266, 24.790, -11.980], [-18.419, 24.113, -12.251], [-17.733, 24.452, -13.854], [-18.846, 22.978, -13.639], [-8.840, 26.534, -1.118], [-8.168, 26.366, -2.466], [-7.281, 27.120, -2.821], [-8.544, 25.227, -3.344], [-8.630, 25.758, -0.381], [-9.924, 26.608, -1.205], [-8.581, 27.488, -0.659], [-8.264, 24.305, -2.835], [-7.976, 25.064, -4.260], [-9.626, 25.240, -3.474], [-4.065, 23.530, -8.335], [-4.868, 22.826, -9.401], [-6.024, 23.164, -9.691], [-4.241, 21.512, -9.834], [-4.488, 24.534, -8.298], [-3.001, 23.622, -8.552], [-4.233, 23.025, -7.383], [-4.293, 20.662, -9.155], [-3.221, 21.786, -10.105], [-4.852, 21.248, -10.697], [-17.878, 35.341, -11.546], [-16.653, 35.129, -10.679], [-15.952, 36.058, -10.265], [-16.310, 33.732, -10.223], [-17.754, 34.950, -12.556], [-18.120, 36.403, -11.496], [-18.734, 34.796, -11.148], [-15.507, 33.825, -9.492], [-15.905, 33.072, -10.990], [-17.092, 33.230, -9.654], [-8.432, 34.542, -12.218], [-9.467, 34.518, -13.310], [-9.362, 35.210, -14.303], [-10.689, 33.660, -13.016], [-7.743, 33.703, -12.326], [-8.808, 34.492, -11.196], [-7.781, 35.416, -12.252], [-11.217, 33.295, -13.897], [-11.396, 34.333, -12.531], [-10.380, 32.870, -12.331], [-18.695, 21.746, -5.712], [-18.504, 21.760, -7.227], [-17.657, 22.504, -7.693], [-19.299, 20.750, -8.064], [-18.539, 20.737, -5.332], [-19.642, 22.191, -5.406], [-17.914, 22.407, -5.334], [-19.145, 19.710, -7.777], [-19.165, 20.910, -9.134], [-20.380, 20.825, -7.948], [-8.301, 18.645, -6.795], [-7.374, 18.312, -5.612], [-7.038, 19.224, -4.866], [-6.915, 16.833, -5.385], [-8.612, 19.689, -6.764], [-9.281, 18.173, -6.734], [-7.823, 18.330, -7.722], [-6.283, 16.519, -6.215], [-7.811, 16.235, -5.218], [-6.310, 16.782, -4.481], [-15.214, 18.332, -12.474], [-13.735, 18.543, -12.048], [-12.838, 18.117, -12.767], [-13.476, 19.390, -10.820], [-15.271, 17.320, -12.876], [-15.459, 18.992, -13.306], [-15.852, 18.490, -11.605], [-13.565, 20.439, -11.101], [-12.451, 19.271, -10.470], [-14.171, 19.012, -10.070], [-13.101, 26.804, -10.207], [-12.283, 26.318, -9.017], [-12.006, 27.100, -8.145], [-11.891, 24.871, -8.899], [-12.760, 26.372, -11.148], [-13.028, 27.891, -10.251], [-14.114, 26.426, -10.071], [-10.962, 24.912, -8.330], [-11.590, 24.410, -9.840], [-12.594, 24.295, -8.298], [-15.763, 30.886, -18.138], [-15.387, 30.422, -16.785], [-15.708, 31.100, -15.821], [-14.576, 29.176, -16.635], [-15.517, 31.943, -18.233], [-16.808, 30.752, -18.420], [-15.182, 30.337, -18.879], [-14.753, 28.506, -17.477], [-14.828, 28.610, -15.738], [-13.509, 29.389, -16.572], [-10.722, 23.457, -17.788], [-11.235, 23.351, -16.340], [-12.396, 23.600, -16.067], [-10.243, 22.996, -15.259], [-11.410, 24.078, -18.362], [-10.675, 22.443, -18.186], [-9.693, 23.816, -17.783], [-9.624, 22.214, -15.699], [-10.722, 22.584, -14.371], [-9.554, 23.770, -14.921], [-13.301, 33.164, -2.868], [-12.135, 32.205, -2.645], [-11.435, 32.261, -1.651], [-11.822, 31.283, -3.782], [-13.327, 33.887, -2.052], [-14.244, 32.628, -2.972], [-13.153, 33.687, -3.813], [-10.867, 30.775, -3.649], [-11.736, 31.853, -4.707], [-12.559, 30.481, -3.780], [-17.535, 27.935, -6.374], [-18.995, 27.607, -6.803], [-19.763, 27.125, -5.994], [-19.416, 27.720, -8.274], [-17.429, 28.119, -5.305], [-17.126, 28.813, -6.873], [-16.929, 27.071, -6.647], [-18.880, 27.012, -8.907], [-19.364, 28.761, -8.592], [-20.450, 27.376, -8.260]], "lowdin_charge": [-0.018, -0.505, 0.049, -0.033, 0.080, 0.074, 0.088, 0.097, 0.083, 0.085, -0.019, -0.467, 0.043, -0.027, 0.076, 0.081, 0.081, 0.084, 0.066, 0.082, -0.030, -0.517, 0.072, -0.016, 0.073, 0.076, 0.077, 0.089, 0.088, 0.088, -0.025, -0.498, 0.057, -0.032, 0.084, 0.078, 0.080, 0.086, 0.085, 0.085, -0.033, -0.479, 0.041, -0.029, 0.081, 0.079, 0.095, 0.088, 0.079, 0.078, -0.023, -0.470, 0.043, -0.036, 0.087, 0.082, 0.078, 0.076, 0.084, 0.079, -0.038, -0.492, 0.060, -0.021, 0.085, 0.080, 0.081, 0.083, 0.089, 0.075, -0.024, -0.469, 0.048, -0.027, 0.080, 0.085, 0.077, 0.079, 0.075, 0.077, -0.031, -0.449, 0.044, -0.018, 0.077, 0.072, 0.078, 0.076, 0.076, 0.073, -0.020, -0.470, 0.042, -0.027, 0.079, 0.083, 0.066, 0.091, 0.079, 0.077, -0.019, -0.508, 0.063, -0.023, 0.075, 0.082, 0.084, 0.081, 0.077, 0.088, -0.031, -0.507, 0.051, -0.025, 0.090, 0.092, 0.074, 0.077, 0.085, 0.093, -0.021, -0.480, 0.050, -0.029, 0.081, 0.082, 0.076, 0.077, 0.080, 0.084, -0.025, -0.499, 0.062, -0.032, 0.081, 0.081, 0.078, 0.082, 0.084, 0.088, -0.020, -0.463, 0.048, -0.022, 0.075, 0.069, 0.079, 0.080, 0.080, 0.075]}

=====

Number 1: LUMO energy -0.04223 Ha, maximum force 3.11 eV Å⁻¹, E -2825.40068 a.u.. Number 2: LUMO energy -0.00537 Ha, maximum force 2.65 eV Å⁻¹, E -2897.05848 a.u..